Record 1
148
Properties=species:S:1:pos:R:3:forces:R:3:mulliken_charge:R:1 method="wB97M-V/def2-TZVPD" gap_ev=6.078 total_charge=-3 lumo_energy_ha=0.149 e_homo_ev=-2.03
Li -10.65822 12.58292 9.81588 1.21 0.95 -0.53 0.671
Li -13.43433 11.41970 10.07550 -0.02 -0.69 -0.23 0.948
Li -9.38468 11.70206 4.91051 -0.37 -1.00 0.07 1.301
N -8.08917 12.75365 5.98736 2.34 -3.25 1.54 -0.100
S -7.05208 11.72921 6.86857 3.51 -1.20 0.21 0.872
O -7.49614 11.23068 8.14603 -0.71 0.66 -1.15 -0.557
O -5.68583 12.20947 6.85659 -1.43 -0.01 -0.38 -0.628
F -6.97913 10.47800 5.94649 -0.79 0.31 -0.46 -0.229
S -8.39794 13.71367 7.15725 -3.17 5.17 1.34 0.684
O -7.33861 14.52009 7.70230 -0.48 -1.20 -0.54 -0.572
O -9.44210 13.32431 8.08758 0.72 -0.49 -0.23 -0.097
F -9.21628 14.72774 6.20381 0.34 -0.22 0.46 -0.342
N -13.09497 7.82334 11.91229 0.14 1.22 -3.70 -0.398
S -12.82452 8.17747 10.30418 -0.86 -2.48 -0.59 1.029
O -11.67841 7.54844 9.72856 -0.67 0.41 0.50 -0.522
O -13.04193 9.54032 9.87489 -0.98 0.34 0.53 -0.440
F -14.08046 7.32613 9.80907 0.38 1.00 -0.04 -0.248
S -11.68328 8.20986 12.43691 2.53 -0.28 5.65 1.014
O -11.15610 9.51499 12.12700 -0.21 -0.53 -0.90 -0.524
O -10.77527 7.10112 12.65380 -0.95 1.32 -0.75 -0.617
F -12.21692 8.50442 13.96840 0.25 -0.32 -0.53 -0.359
N -12.21328 12.26753 8.63629 1.28 -3.57 -2.58 -0.206
S -11.98877 11.45729 7.09151 3.53 -6.61 -1.11 0.564
O -11.01141 11.96405 6.18793 -1.15 1.17 0.95 0.035
O -13.14854 10.79801 6.56218 -0.06 1.70 0.66 -0.213
F -11.22578 10.18788 7.68728 -0.26 1.25 0.50 -0.429
S -13.19136 13.22945 7.99078 -4.32 8.42 2.29 0.455
O -14.54285 12.84252 7.73776 0.32 -1.17 -0.45 -0.469
O -12.63564 14.31349 7.24802 0.10 -1.18 -0.76 -0.289
F -13.47680 13.99662 9.42625 0.09 -0.42 0.32 -0.210
N -10.73911 16.65540 11.70711 0.82 -1.08 -2.75 0.098
S -9.36400 16.40370 12.37747 2.80 0.54 5.51 1.050
O -8.15040 16.92643 11.80176 -1.21 -0.66 -0.13 -0.599
O -9.30832 15.18537 13.15999 0.13 0.08 -1.42 -0.649
F -9.59205 17.41823 13.64460 -0.12 0.34 -0.62 -0.329
S -10.46272 15.93096 10.26024 -3.34 0.68 -2.66 0.258
O -10.63264 14.49562 10.23685 0.46 -0.01 1.10 0.091
O -9.53948 16.51651 9.34978 0.24 -0.29 0.93 -0.439
F -11.86270 16.36710 9.63969 0.10 0.09 0.32 -0.279
N -9.03228 12.37107 3.04910 0.36 -2.29 -4.00 -0.034
S -10.48884 12.68070 2.50239 -3.79 4.04 2.04 0.792
O -11.51305 11.66938 2.61526 1.19 0.19 -1.06 -0.514
O -10.56977 13.74006 1.52108 -0.11 -1.42 0.03 -0.638
F -10.83208 13.54145 3.81186 -0.19 0.25 0.77 -0.124
S -8.63236 11.42645 1.67227 2.82 -2.25 -0.21 0.884
O -8.93531 11.93116 0.36642 -0.56 0.67 0.54 -0.593
O -8.81030 10.00948 1.81846 0.17 1.27 0.65 -0.527
F -7.06097 11.68374 1.72018 -0.10 -0.09 0.59 -0.299
N -9.41812 8.50154 4.86686 0.25 -0.81 -0.47 0.637
O -9.77820 9.71959 4.85100 0.10 0.29 0.27 -0.544
O -8.80100 8.03301 5.84110 -0.34 0.55 -0.32 -0.648
O -9.69528 7.77972 3.88606 -0.03 0.47 0.64 -0.611
C -13.03519 7.12867 5.57135 1.51 -0.60 -0.32 -0.570
O -13.55895 6.70191 6.81173 -0.75 0.86 1.13 -0.171
C -14.79056 6.00612 6.91025 1.68 0.56 -1.86 -0.218
C -14.60686 4.59181 6.41107 -0.82 -1.01 -0.59 -0.730
O -14.53883 4.50666 4.98653 0.26 1.03 -0.47 -0.279
C -14.78448 3.27488 4.38074 -0.57 -0.31 0.20 -0.757
H -12.35659 6.31369 5.29752 0.01 0.34 -0.70 0.269
H -12.41286 8.01228 5.72598 -0.06 -0.07 0.36 0.019
H -13.66218 7.38895 4.71304 -0.79 -0.39 0.46 0.313
H -15.48735 6.53375 6.24787 -0.57 -0.20 0.38 0.255
H -15.04163 6.02302 7.96710 -0.32 -0.06 -0.05 0.216
H -15.51526 4.02713 6.66751 0.22 -0.28 0.53 0.509
H -13.68949 4.15959 6.81433 -0.12 -0.10 0.40 0.272
H -13.91668 2.62797 4.22194 0.31 0.12 0.44 0.269
H -15.20496 3.41478 3.38314 0.00 0.42 0.01 0.233
H -15.54502 2.72657 4.94997 0.05 -0.22 0.07 0.308
C -13.77838 17.02434 2.04309 -0.04 -0.35 0.21 -0.645
O -14.75399 16.00941 1.86834 -0.28 0.02 0.01 -0.510
C -14.47394 14.82166 2.61273 -0.43 1.20 0.76 0.539
C -15.78642 14.03922 2.71323 0.50 -1.38 -1.26 -1.212
O -15.95476 13.16695 3.80550 -0.22 -0.02 0.30 -0.129
C -14.95532 12.16177 3.96684 0.26 0.85 1.01 0.326
H -13.74005 17.39694 3.07141 -0.10 -0.12 0.13 0.232
H -14.06242 17.85715 1.40306 0.10 -0.06 -0.17 0.311
H -12.78420 16.64146 1.80056 0.10 0.13 -0.19 0.325
H -14.18698 15.12008 3.62858 0.26 -0.12 0.09 -0.111
H -13.64581 14.30216 2.12993 -0.04 -0.36 0.16 0.395
H -15.80950 13.42984 1.79826 -0.31 -0.03 -0.16 0.438
H -16.67321 14.66626 2.68849 0.25 0.38 0.10 0.277
H -14.82815 11.49682 3.11284 0.07 0.21 -0.21 0.431
H -15.20143 11.58711 4.85878 -0.38 -0.09 -0.19 -0.706
H -14.04170 12.67305 4.28244 0.43 -0.30 -0.60 0.020
C -15.18646 15.27927 11.92005 -0.06 -0.64 0.76 -0.343
O -14.39130 16.25595 12.51422 -0.21 1.44 0.11 -0.311
C -13.41201 15.71676 13.36519 0.45 -1.43 -0.84 -0.010
C -12.70528 16.68087 14.32048 -0.35 0.58 -0.64 -0.598
O -12.89856 17.98440 13.80309 -0.28 0.10 -0.39 -0.252
C -12.18112 19.02721 14.40659 0.89 -0.54 -0.09 -0.764
H -15.89879 14.93504 12.68715 -0.14 -0.29 -0.26 0.355
H -14.57990 14.42287 11.59802 -0.08 0.04 -0.13 0.091
H -15.74326 15.65876 11.06596 0.20 0.29 0.03 0.098
H -12.66578 15.27643 12.68990 0.22 0.04 0.22 -0.056
H -13.84797 14.85130 13.88803 0.05 0.21 0.43 0.346
H -11.64615 16.42358 14.33964 0.05 -0.09 0.06 0.249
H -13.09639 16.59549 15.34042 -0.15 0.18 0.11 0.473
H -11.15710 19.14588 14.02903 0.02 -0.52 -0.10 0.220
H -12.07943 18.78040 15.46934 -0.24 0.77 0.25 0.351
H -12.63225 19.98075 14.13196 -0.57 -0.11 0.57 0.228
C -10.95523 22.56398 4.33928 1.20 0.24 0.54 -0.729
O -10.51193 21.40981 5.03801 -0.95 0.10 -0.23 -0.337
C -11.47992 20.39060 4.92550 -0.87 -1.17 -0.59 -0.428
C -11.07555 19.08245 5.57404 1.86 0.28 0.01 -0.512
O -11.85356 18.07658 5.02253 -0.60 -0.19 -0.83 -0.192
C -11.48045 16.78112 5.46498 -0.29 0.06 1.28 -0.540
H -10.16852 23.29723 4.52584 -0.22 0.25 0.14 0.259
H -11.90903 22.92706 4.72284 -0.13 0.00 -0.04 0.304
H -10.97839 22.47370 3.24975 -0.29 -0.56 -0.05 0.295
H -11.62215 20.10122 3.87556 0.21 0.21 -0.19 0.269
H -12.50498 20.63348 5.23833 0.22 0.71 0.41 0.288
H -11.02901 19.06016 6.67097 -0.56 0.18 0.03 0.338
H -10.01835 18.95169 5.28147 0.00 -0.19 0.01 0.296
H -10.39807 16.65012 5.47060 -0.02 -0.03 -0.13 0.349
H -11.96237 15.97474 4.91574 0.01 0.37 -0.50 -0.045
H -11.86506 16.69420 6.48800 0.39 -0.27 0.12 0.354
C -20.57224 12.88807 8.45179 0.44 -0.03 1.86 -0.743
O -19.67494 11.85778 8.11836 -0.05 0.76 -0.83 -0.302
C -19.47874 11.85294 6.69284 -0.37 -1.82 0.31 -0.678
C -18.10119 11.34158 6.34818 0.40 0.59 0.01 0.254
O -17.78542 10.18407 7.09814 0.12 0.12 -0.76 -0.464
C -16.40392 9.91219 6.86902 -0.05 -0.24 1.71 -0.491
H -20.03975 13.84335 8.39436 -0.57 0.26 -0.75 0.244
H -20.78322 12.81034 9.52784 0.10 -0.31 -0.05 0.268
H -21.56443 12.80053 7.99721 0.25 0.30 -0.61 0.299
H -19.71045 12.78999 6.18707 0.27 0.28 0.29 0.370
H -20.19897 11.10202 6.34073 -0.11 0.10 -0.33 0.396
H -17.34850 12.12909 6.49052 0.00 0.02 0.46 -0.124
H -18.00752 11.14162 5.27175 -0.39 -0.13 -0.09 0.268
H -16.12574 9.00421 7.40891 -0.35 -0.39 -0.47 0.276
H -15.83852 10.65093 7.44157 0.32 0.45 -0.75 0.198
H -16.15044 9.85786 5.81185 0.11 0.04 0.01 0.253
C -18.02672 17.33534 3.43837 -0.45 0.28 -0.92 -0.615
O -17.08874 17.45955 4.45402 0.53 0.27 0.06 -0.433
C -16.89450 16.31535 5.28170 0.47 0.91 -0.36 0.390
C -17.91346 16.40562 6.40629 -0.84 -1.25 -0.12 -0.381
O -17.95112 15.16752 7.12344 0.31 0.81 0.22 -0.298
C -16.75940 15.04638 7.87153 0.57 -0.80 1.34 -0.746
H -17.98378 18.23666 2.82056 0.16 0.12 0.21 0.283
H -19.07199 17.27066 3.76811 0.05 -0.23 0.29 0.276
H -17.82910 16.52519 2.72782 0.13 -0.26 0.31 0.213
H -15.85298 16.33236 5.60896 -0.11 0.41 0.20 -0.119
H -16.91737 15.40318 4.67658 -0.74 -0.14 0.37 0.082
H -18.89176 16.56246 5.94068 -0.07 -0.40 -0.02 0.182
H -17.86860 17.22722 7.12684 0.90 0.20 -0.22 0.291
H -16.61861 15.69870 8.74657 -0.75 0.74 -0.28 0.397
H -15.82546 15.16873 7.32444 -0.21 -0.31 -0.43 0.141
H -16.76025 14.07770 8.37154 -0.01 -0.31 -0.56 0.242

***

Record 2
70
Properties=species:S:1:pos:R:3:forces:R:3:nbo_charge:R:1 method="wB97M-V/def2-TZVPD" gap_ev=6.211 de_lowest_ev=0.6249 total_charge=+2 lumo_energy_ha=-0.288 e_homo_ev=-14.06
Mo 0.73271 -0.03511 0.32117 0.57 0.14 0.12 0.969
C -0.32188 -2.99767 0.66742 -0.04 0.17 -0.01 -0.418
N -0.71917 -1.75780 -0.09738 0.11 0.12 -0.02 -0.488
C -0.60880 -2.01475 -1.56338 -0.05 0.01 0.14 -0.252
C 0.84429 -2.23171 -1.92182 0.09 0.08 -0.03 -0.228
N 1.70648 -1.13591 -1.35550 -0.18 0.08 -0.06 -0.449
C 1.86194 -0.07148 -2.41142 0.05 -0.05 0.14 -0.428
C 3.03573 -1.65367 -0.98595 -0.14 0.03 -0.06 0.074
C 3.86682 -2.21903 -1.93632 0.10 -0.02 0.05 -0.222
C 5.11656 -2.68587 -1.54964 -0.01 0.00 0.03 -0.157
C 5.52530 -2.58631 -0.22638 -0.03 0.02 0.00 -0.168
C 4.68410 -2.02754 0.72310 0.00 -0.01 -0.05 -0.200
C 3.43208 -1.56037 0.33730 0.15 -0.07 0.06 -0.155
S 2.33368 -0.89395 1.55557 -0.20 0.04 -0.13 0.307
C -2.07939 -1.42530 0.33171 0.08 0.04 -0.05 0.234
C -3.20188 -1.99084 -0.23697 -0.11 0.09 0.04 -0.255
C -4.45560 -1.69628 0.29816 0.02 -0.02 -0.02 -0.129
C -4.59181 -0.85665 1.39464 0.04 0.00 -0.03 -0.175
C -3.46791 -0.28587 1.96778 0.05 0.00 -0.11 -0.131
C -2.21300 -0.56722 1.42723 -0.34 -0.24 0.03 -0.349
S -0.81551 0.23059 2.06729 0.47 -0.98 1.04 0.660
H -0.97915 -3.81084 0.35460 0.04 -0.05 0.05 0.223
H -0.44446 -2.80566 1.73104 0.00 -0.05 -0.06 0.245
H 0.71698 -3.24553 0.46994 -0.02 -0.04 0.03 0.223
H -1.04132 -1.16108 -2.09113 0.03 0.00 0.02 0.225
H -1.18146 -2.90266 -1.83965 0.03 0.01 -0.05 0.237
H 0.95401 -2.24438 -3.00755 -0.02 -0.09 0.02 0.240
H 1.21527 -3.18264 -1.54765 -0.05 0.02 0.03 0.240
H 2.25022 -0.52641 -3.32167 0.02 0.06 -0.01 0.228
H 2.55949 0.68294 -2.05385 -0.06 -0.03 -0.06 0.254
H 0.88842 0.37092 -2.62611 0.01 0.02 -0.02 0.210
H 3.56265 -2.30504 -2.97124 -0.02 0.00 -0.01 0.231
H 5.77207 -3.12845 -2.28633 0.00 0.00 -0.01 0.247
H 6.50127 -2.94509 0.06772 0.01 -0.01 0.00 0.249
H 4.99498 -1.95064 1.75630 0.00 0.00 0.03 0.246
H -3.13268 -2.66256 -1.08008 -0.01 -0.02 -0.02 0.238
H -5.33401 -2.14098 -0.14960 0.00 -0.01 0.00 0.250
H -5.57034 -0.64288 1.79930 -0.03 0.00 0.01 0.253
H -3.55039 0.38610 2.81208 0.01 0.00 0.02 0.257
C -5.89822 3.77197 -0.34577 -0.03 -0.03 0.01 -0.640
C -4.56811 3.80233 0.34931 -0.02 0.03 0.00 0.029
C -3.54107 2.93894 -0.03010 -0.01 -0.09 -0.04 -0.219
C -2.30424 2.98550 0.58828 0.03 0.05 0.13 -0.221
C -2.08209 3.91580 1.59896 -0.07 0.01 -0.09 -0.310
C -3.09168 4.77910 2.00114 -0.04 -0.01 -0.07 -0.177
C -4.32559 4.71059 1.37696 0.00 0.00 0.03 -0.185
S -0.51616 4.05130 2.37470 -0.17 0.50 0.38 2.334
O 0.09619 2.74473 2.28783 0.10 0.23 0.23 -1.009
O -0.66870 4.72514 3.62503 0.05 -0.23 -0.06 -0.905
N 0.33578 5.07514 1.42096 -0.02 -0.14 -0.14 -0.870
C 1.05445 4.48186 0.30929 0.03 0.20 -0.09 -0.224
C 2.33336 3.75085 0.74203 0.24 -0.16 0.06 -0.556
C 2.55074 2.42151 0.11444 -0.71 -0.01 0.31 0.850
O 3.51694 1.87026 -0.26303 0.10 -0.08 -0.16 -0.483
O 1.27556 1.68453 0.08536 0.33 -0.67 -0.64 -0.664
H -6.15740 2.76565 -0.67212 0.02 -0.02 -0.02 0.220
H -5.88122 4.41043 -1.23055 0.02 0.01 -0.01 0.244
H -6.69241 4.13478 0.30354 0.00 0.02 0.01 0.236
H -3.72369 2.22105 -0.82075 0.01 -0.03 -0.02 0.213
H -1.51173 2.29761 0.30719 -0.03 0.11 -0.07 0.187
H -2.91356 5.48460 2.79980 0.03 0.02 0.03 0.258
H -5.11726 5.37542 1.69643 -0.01 0.02 0.00 0.235
H 0.79401 5.80434 1.95036 -0.06 0.09 0.05 0.432
H 1.29642 5.26311 -0.41035 -0.03 0.03 0.06 0.238
H 0.36330 3.80349 -0.18845 0.06 0.01 -0.04 0.217
H 2.24682 3.48901 1.80271 0.04 0.13 -0.03 0.289
H 3.23827 4.34211 0.61195 -0.01 -0.01 -0.05 0.267
O -1.49062 0.16815 4.68494 -0.12 0.17 -0.41 -0.255
N -0.78005 -0.76215 4.60620 -0.08 -0.36 1.70 0.479
O -0.23565 -1.10219 3.52991 -0.26 0.97 -2.08 -0.346

***

Record 3
58
Properties=species:S:1:pos:R:3:forces:R:3:lowdin_spin:R:1 method="wB97M-V/def2-TZVPD" gap_ev="7.333 / 6.752" multiplicity=3 de_lowest_ev=1.1743 total_charge=+1 lumo_energy_ha="-0.149 / -0.171" e_homo_ev="-11.40 / -11.40"
Mo 0.53148 -0.00462 0.00294 -0.23 -0.05 0.07 1.755
C 2.81306 3.42527 -1.75088 0.00 0.00 -0.04 0.003
C 2.35359 2.10061 -1.26267 0.02 0.17 0.12 0.023
N 1.61413 1.91338 -0.22118 0.00 -0.34 0.01 -0.016
N 1.58294 2.94106 0.68986 -0.06 0.20 0.05 -0.006
C 2.73263 3.20347 1.44456 0.17 0.03 -0.15 -0.001
N 2.49377 4.03249 2.47005 -0.09 0.01 0.02 -0.001
S 4.23718 2.63276 1.06569 -0.12 -0.02 0.04 0.003
C 2.71297 0.86086 -1.96280 0.14 -0.18 -0.06 0.007
C 3.57834 0.82017 -3.03515 0.04 0.10 -0.03 0.001
C 3.98856 -0.41312 -3.52176 0.02 -0.08 -0.02 0.012
C 3.52479 -1.56651 -2.91825 0.02 0.04 -0.01 0.001
C 2.62577 -1.45355 -1.87150 0.01 -0.03 0.04 0.018
N 2.23414 -0.26770 -1.40547 -0.12 -0.09 0.33 0.011
H 3.86191 3.58586 -1.50313 0.00 -0.02 -0.03 0.001
H 2.68935 3.47200 -2.83349 -0.03 -0.01 0.01 0.001
H 2.22540 4.21102 -1.28343 0.04 0.02 0.00 0.000
H 0.69299 3.03124 1.15950 -0.06 -0.07 -0.01 0.000
H 1.57139 4.10864 2.87002 0.01 0.02 0.01 0.000
H 3.27468 4.24481 3.06686 0.01 -0.03 0.02 0.000
H 3.94842 1.73414 -3.47571 -0.02 0.00 0.03 0.000
H 4.67225 -0.46516 -4.35816 0.00 0.00 0.01 0.001
H 3.83334 -2.54659 -3.25172 -0.01 0.01 0.00 0.000
H 2.19312 -2.32728 -1.40340 0.00 0.00 0.00 0.002
O 0.64639 1.84292 3.44410 -0.02 -0.04 -0.04 0.000
S 0.24646 0.74615 2.62509 0.18 0.10 0.26 0.011
O -0.52460 1.15557 1.38984 -0.13 0.00 -0.04 0.016
O 1.39283 0.01127 1.98575 0.10 -0.02 0.00 0.028
C -0.83294 -0.26548 3.60059 0.07 0.09 -0.01 0.002
C -0.76661 -0.03898 4.96868 0.04 0.03 0.02 0.002
C -1.63426 -0.70407 5.82239 -0.06 -0.06 -0.03 0.000
C -2.57533 -1.57975 5.30795 0.07 0.06 0.04 0.002
C -2.63669 -1.81066 3.93988 -0.05 -0.07 -0.02 0.000
C -1.77284 -1.16028 3.08081 0.03 -0.03 -0.11 0.002
S -1.86826 -1.59584 1.35567 0.04 -0.06 0.33 0.008
O -2.34365 -2.93836 1.29362 -0.05 0.01 -0.02 0.001
O -2.56479 -0.58208 0.61416 0.00 0.00 -0.03 0.007
O -0.37145 -1.54297 1.02325 0.11 0.11 -0.37 0.040
H -0.04745 0.66365 5.36350 0.00 0.00 -0.03 0.000
H -1.57014 -0.52659 6.88686 -0.01 -0.01 0.00 0.000
H -3.25863 -2.09752 5.96692 0.00 0.00 0.01 0.000
H -3.33989 -2.52263 3.52895 0.01 0.01 0.01 0.000
O -0.51743 -3.58137 -1.20086 0.02 0.03 0.01 0.000
C -0.92368 -2.52106 -1.56263 -0.12 -0.06 0.02 0.003
N -0.15048 -1.32417 -1.54272 0.29 0.04 -0.34 0.013
S -0.81497 -0.18377 -2.44817 -0.19 -0.02 0.06 0.010
O -0.57660 0.95432 -1.48444 -0.15 0.26 -0.09 0.035
O -0.29659 0.08711 -3.74555 0.02 -0.03 -0.06 0.000
C -2.41746 -0.87879 -2.52750 0.11 -0.06 0.00 0.004
C -3.58770 -0.37002 -3.04707 0.00 0.07 -0.01 0.001
C -4.67725 -1.23129 -3.08225 0.00 0.02 0.00 0.000
C -4.56514 -2.54853 -2.64827 -0.02 -0.04 0.01 0.000
C -3.36430 -3.05025 -2.16231 -0.03 -0.03 0.01 0.000
C -2.28333 -2.19482 -2.09895 -0.02 0.03 0.02 0.000
H -3.66122 0.65026 -3.39729 0.00 -0.01 0.00 0.000
H -5.62612 -0.87245 -3.45654 0.00 0.01 0.00 0.000
H -5.43286 -3.19295 -2.68983 0.01 0.00 0.00 0.000
H -3.26922 -4.06982 -1.81440 0.01 0.01 0.00 0.000

***

Number 1: maximum force 9.73 eV/Å. Number 2: maximum force 2.31 eV/Å. Number 3: maximum force 0.45 eV/Å.